Below is a cluster of 6 separate species, C21H50N6O5 in total in a non-equilibrium geometry, with properties calculated with ωB97M-V/def2-TZVPD.

Each line ends with the Mulliken charge.
Cartesian coordinates (Å):
C  5.03  -1.13  -4.50  -1.2245
C  3.51  -1.25  -4.46  -0.3624
N  2.96  -1.78  -3.16  0.0142
C  1.63  -2.31  -3.21  -0.8151
C  0.60  -1.17  -3.24  -0.9921
C  3.43  -1.05  -1.96  -0.2343
C  3.01  -1.70  -0.60  -1.4213
H  5.33  -1.85  -3.73  0.3264
H  5.40  -0.16  -4.18  0.3035
H  5.53  -1.62  -5.34  0.3436
H  3.21  -0.22  -4.64  0.2472
H  3.02  -1.84  -5.24  0.4180
H  1.39  -2.95  -4.06  0.3914
H  1.60  -2.91  -2.30  0.3959
H  0.42  -0.61  -2.31  0.2250
H  0.70  -0.45  -4.05  0.2775
H  -0.36  -1.67  -3.19  0.4333
H  3.08  -0.02  -1.91  0.2570
H  4.51  -1.00  -1.97  0.3629
H  3.25  -1.02  0.22  0.3887
H  3.35  -2.70  -0.35  0.3360
H  1.92  -1.74  -0.54  0.3295
C  -4.43  -5.06  0.44  -0.8077
N  -4.80  -6.31  1.01  -0.1801
C  -5.58  -7.21  0.35  0.6922
C  -6.17  -8.42  1.10  -1.0403
O  -5.91  -6.97  -0.82  -0.6420
H  -4.31  -4.43  1.32  0.3027
H  -5.12  -4.66  -0.31  0.2713
H  -3.48  -5.30  -0.04  0.2678
H  -4.50  -6.39  1.97  0.2297
H  -6.60  -8.23  2.08  0.3118
H  -5.34  -9.10  1.27  0.3085
H  -6.83  -8.96  0.42  0.2848
C  5.13  1.08  6.84  -0.7883
N  4.71  2.01  7.90  -0.2039
C  5.28  3.15  8.11  0.7543
C  5.00  3.96  9.34  -1.1334
O  6.13  3.59  7.37  -0.6393
H  4.89  0.05  7.11  0.3041
H  6.19  1.26  6.63  0.2862
H  4.50  1.42  6.02  0.2581
H  4.07  1.60  8.56  0.2354
H  5.59  4.86  9.52  0.3062
H  5.20  3.41  10.26  0.3057
H  3.96  4.24  9.47  0.3150
C  4.74  4.56  -2.81  -0.7977
N  3.87  5.68  -2.58  -0.1882
C  3.25  6.39  -3.53  0.6865
C  2.46  7.55  -3.07  -0.9689
O  3.41  6.16  -4.71  -0.6454
H  4.88  4.13  -1.82  0.3242
H  5.67  4.77  -3.33  0.2411
H  4.12  3.91  -3.44  0.2860
H  3.50  5.92  -1.67  0.2189
H  3.05  8.45  -2.93  0.2354
H  2.03  7.23  -2.12  0.3237
H  1.67  7.72  -3.80  0.2846
C  -8.99  -2.65  -2.72  -0.8488
N  -7.88  -1.78  -2.49  -0.1609
C  -7.96  -0.54  -1.92  0.6545
C  -6.61  0.14  -1.66  -0.9296
O  -8.99  0.03  -1.54  -0.6331
H  -9.62  -2.94  -1.88  0.2652
H  -8.56  -3.52  -3.22  0.3295
H  -9.67  -2.18  -3.43  0.2979
H  -6.96  -1.99  -2.84  0.2467
H  -5.78  -0.55  -1.82  0.2772
H  -6.53  0.41  -0.61  0.2501
H  -6.35  1.02  -2.25  0.2534
C  -0.97  3.27  0.40  -0.9491
N  -0.53  2.42  1.43  -0.1547
C  -1.14  1.39  1.98  0.7050
C  -0.44  0.78  3.11  -0.9273
O  -2.29  0.94  1.75  -0.6711
H  -1.17  4.19  0.94  0.3459
H  -1.82  2.87  -0.15  0.3130
H  -0.24  3.59  -0.34  0.3081
H  0.45  2.49  1.65  0.2295
H  0.57  1.17  3.24  0.2818
H  -0.29  -0.28  2.90  0.2681
H  -0.99  0.80  4.05  0.2494

**Highest occupied orbital energy**: -7.996 eV
**HOMO-LUMO gap**: 7.9110 eV
**E**: -41764.7623 eV
**Max |F|**: 4.6 eV/A
**SMILES**: CCN(CC)CC.CNC(C)=O.CNC(C)=O.CNC(C)=O.CNC(C)=O.CNC(C)=O
**Relative energy (zero: lowest compared OMol25 entry of this formula, charge and spin)**: 77.16 kcal/mol

=====

Below is a cluster of 4 separate species, C21H51BO13PS5 in total in a non-equilibrium geometry, with properties calculated with ωB97M-V/def2-TZVPD.

Each line ends with the Mulliken charge.
Cartesian coordinates (Å):
C  -3.10  2.16  2.33  -1.2061
C  -1.98  3.20  2.42  -0.8961
C  -0.59  2.62  2.75  0.0935
C  -0.54  1.58  3.87  0.8259
C  -0.85  2.28  5.20  -2.0470
B  0.87  0.70  3.84  0.0992
C  0.83  -0.60  2.85  -1.7405
C  0.03  -0.48  1.55  1.1418
C  0.90  -0.14  0.31  -0.2804
C  0.43  -0.81  -0.94  -0.3262
O  1.19  -1.37  -1.63  -0.5337
O  -0.88  -0.78  -1.30  -0.4188
C  -1.52  0.51  -1.21  0.5622
C  -0.78  1.63  -1.94  -1.2346
P  1.07  -0.05  5.66  0.0790
S  2.06  1.01  6.99  -0.4628
S  2.41  1.70  3.34  1.6676
C  2.61  3.25  4.23  -1.2380
O  2.45  2.02  1.92  -0.8163
O  3.57  0.89  3.70  -0.8240
H  -3.35  1.79  3.33  0.2614
H  -4.01  2.59  1.92  0.4229
H  -2.80  1.32  1.72  0.1417
H  -1.90  3.66  1.44  0.4717
H  -2.26  4.01  3.09  0.4654
H  0.05  3.47  2.97  0.3186
H  -0.19  2.22  1.82  -0.2810
H  -1.33  0.84  3.72  0.0758
H  -0.02  2.84  5.61  0.2969
H  -1.26  1.61  5.95  0.3749
H  -1.64  3.01  5.02  0.4404
H  0.42  -1.44  3.42  0.3942
H  1.85  -0.90  2.60  0.3865
H  -0.39  -1.47  1.34  0.7974
H  -0.83  0.19  1.59  -1.0745
H  0.80  0.93  0.16  0.0669
H  1.93  -0.36  0.53  0.8608
H  -1.73  0.77  -0.18  -0.4122
H  -2.48  0.38  -1.71  0.4516
H  -1.50  2.24  -2.47  0.4877
H  -0.29  2.29  -1.23  0.2823
H  -0.08  1.24  -2.66  0.2774
H  1.79  -1.26  5.47  0.0228
H  -0.20  -0.49  6.12  0.0257
H  1.68  3.73  4.51  0.2595
H  3.19  3.06  5.12  0.3521
H  3.22  3.88  3.60  0.4643
O  2.61  -5.68  1.83  -0.6527
S  3.28  -5.15  0.68  1.1631
O  4.21  -5.95  -0.06  -0.6291
O  3.98  -3.78  1.08  -0.1281
C  4.86  -3.76  2.22  -0.3682
C  6.22  -4.37  1.91  -1.0956
C  2.10  -4.45  -0.43  -0.7976
H  4.39  -4.27  3.07  0.3826
H  4.98  -2.72  2.49  0.2511
H  6.14  -5.44  1.72  0.3034
H  6.90  -4.22  2.75  0.3971
H  6.65  -3.91  1.02  0.2753
H  1.44  -3.80  0.14  0.1067
H  1.54  -5.27  -0.87  0.4715
H  2.63  -3.89  -1.20  0.3051
O  1.61  1.56  -4.20  -0.6088
S  2.60  0.93  -5.01  1.1823
O  3.97  0.90  -4.62  -0.6251
O  2.50  1.51  -6.50  -0.3032
C  2.55  2.93  -6.66  -0.3191
C  3.96  3.47  -6.54  -0.9799
C  2.08  -0.72  -5.37  -0.9000
H  1.88  3.42  -5.95  0.2940
H  2.17  3.13  -7.66  0.2738
H  4.34  3.36  -5.52  0.2920
H  3.99  4.53  -6.80  0.3884
H  4.64  2.93  -7.19  0.2581
H  1.05  -0.69  -5.72  0.3032
H  2.16  -1.29  -4.45  0.3026
H  2.74  -1.13  -6.13  0.3742
O  -6.94  0.79  -2.97  -0.6505
S  -7.44  -0.26  -2.15  1.2341
O  -7.22  -0.27  -0.74  -0.5915
O  -6.97  -1.66  -2.75  -0.2530
C  -5.57  -1.85  -3.00  -0.4052
C  -4.79  -2.14  -1.73  -0.9321
C  -9.17  -0.47  -2.45  -0.9391
H  -5.16  -0.98  -3.53  0.3200
H  -5.50  -2.70  -3.68  0.2747
H  -4.77  -1.27  -1.08  0.2602
H  -3.76  -2.41  -1.97  0.3645
H  -5.25  -2.95  -1.18  0.3370
H  -9.33  -0.51  -3.52  0.3089
H  -9.68  0.39  -2.02  0.3705
H  -9.50  -1.38  -1.96  0.3087

**Highest occupied orbital energy**: -4.697 eV
**HOMO-LUMO gap**: 6.3726 eV
**E**: -113364.5402 eV
**Net charge**: -1
**Max |F|**: 3.9 eV/A
**Relative energy (zero: lowest compared OMol25 entry of this formula, charge and spin)**: 0.00 kcal/mol

=====

Below is a structure of composition C21H52InNO3PS in a non-equilibrium geometry, with properties calculated with ωB97M-V/def2-TZVPD.

Each line ends with the Mulliken charge.
Cartesian coordinates (Å):
C  7.56  -3.90  0.74  -0.5555
C  7.65  -3.84  -0.93  -0.5045
C  6.09  -3.69  -1.51  -0.0194
O  5.76  -2.26  -1.67  -0.3830
C  4.48  -2.10  -2.42  -0.6437
In  2.84  -2.71  -0.96  0.8688
C  3.59  -2.20  1.12  -0.6762
C  4.46  -0.82  1.22  -0.1934
N  3.90  0.36  0.46  -0.6058
O  1.00  -1.71  -1.28  -0.7284
C  0.23  -1.90  -0.03  0.0738
C  -1.21  -2.70  -0.27  0.4347
C  -2.01  -2.64  1.20  -0.8359
O  -0.86  -4.15  -0.44  -0.4721
P  2.51  -5.25  -1.26  0.1236
S  1.48  -5.68  -2.86  -0.4932
H  7.91  -4.95  1.17  0.2611
H  8.23  -3.07  1.24  0.2261
H  6.46  -3.74  1.13  0.0071
H  8.32  -2.94  -1.26  0.2658
H  8.10  -4.90  -1.24  0.2541
H  5.42  -4.26  -0.72  -0.0830
H  5.97  -4.25  -2.54  0.2967
H  4.56  -2.77  -3.37  0.2662
H  4.43  -0.95  -2.72  0.1174
H  4.33  -3.08  1.43  0.0426
H  2.71  -2.21  1.91  0.2945
H  4.50  -0.53  2.38  0.2382
H  5.56  -1.04  0.87  0.0874
H  2.98  0.15  0.00  0.2422
H  4.60  0.76  -0.19  0.2523
H  0.86  -2.61  0.68  0.0496
H  0.08  -0.88  0.55  -0.2576
H  -1.84  -2.27  -1.15  0.1633
H  -3.03  -2.07  1.04  0.1704
H  -2.19  -3.73  1.63  0.4579
H  -1.30  -2.09  1.99  0.0249
H  -1.70  -4.70  -0.35  0.2519
H  3.87  -5.80  -1.41  0.0114
H  1.89  -5.70  -0.01  -0.0077
C  -2.96  1.13  1.31  -0.3081
C  -1.86  1.89  2.04  -0.5014
C  -1.38  1.19  3.32  -0.4831
C  -2.45  1.02  4.41  -0.7672
C  -3.10  2.32  4.89  -0.4091
C  -2.12  3.28  5.53  -1.2026
H  -3.86  1.03  1.92  0.3494
H  -3.23  1.65  0.39  -0.0931
H  -2.62  0.12  1.04  -0.1405
H  -2.20  2.91  2.26  0.3550
H  -1.00  2.00  1.36  0.3928
H  -0.53  1.75  3.72  0.4022
H  -1.00  0.20  3.05  0.0781
H  -1.99  0.52  5.26  0.4502
H  -3.23  0.35  4.05  0.2893
H  -3.88  2.07  5.62  0.3656
H  -3.62  2.82  4.06  0.2424
H  -1.63  2.82  6.39  0.2876
H  -2.65  4.18  5.89  0.3795
H  -1.35  3.61  4.83  0.2864
C  -3.02  1.90  -4.31  -1.2343
C  -2.88  2.74  -3.04  -0.3264
C  -4.22  2.99  -2.34  -0.5399
C  -5.25  3.77  -3.15  -0.8341
C  -4.80  5.16  -3.62  -0.3787
C  -4.48  6.11  -2.48  -1.1714
H  -3.64  2.40  -5.06  0.2890
H  -2.03  1.73  -4.75  0.3879
H  -3.46  0.93  -4.08  0.2947
H  -2.39  3.69  -3.28  0.2639
H  -2.21  2.22  -2.35  0.3235
H  -4.02  3.50  -1.39  0.2665
H  -4.66  2.02  -2.06  0.3842
H  -6.16  3.89  -2.53  0.3764
H  -5.56  3.19  -4.02  0.3405
H  -5.60  5.60  -4.23  0.3645
H  -3.93  5.07  -4.28  0.2587
H  -5.35  6.25  -1.83  0.2870
H  -4.19  7.09  -2.87  0.3733
H  -3.65  5.74  -1.87  0.2789

**Highest occupied orbital energy**: -4.098 eV
**HOMO-LUMO gap**: 6.5031 eV
**E**: -55547.0237 eV
**Net charge**: -1
**Max |F|**: 2.7 eV/A

=====

Below is a structure of composition C21H53F3N4O7Zr in a non-equilibrium geometry, with properties calculated with ωB97M-V/def2-TZVPD.

Each line ends with the Mulliken charge.
Cartesian coordinates (Å):
Zr  -1.39  0.35  -3.54  1.8718
C  -0.06  0.67  -0.50  0.0852
O  -0.91  0.84  -1.62  -0.1005
H  -0.58  0.36  0.41  -0.1615
H  0.71  -0.09  -0.66  -0.1359
H  0.45  1.62  -0.36  0.3622
C  -0.79  3.65  -4.12  0.0807
O  -0.46  4.15  -2.89  -0.2787
O  -1.34  2.36  -4.03  -0.5056
C  -1.52  4.69  -5.00  0.7297
F  -2.72  5.02  -4.53  -0.2122
F  -0.73  5.73  -5.11  -0.2088
F  -1.68  4.19  -6.24  -0.2462
C  -1.54  4.44  -1.97  -0.3097
C  -0.90  4.62  -0.60  -0.8602
H  -1.69  4.85  0.12  0.3713
H  -0.49  3.67  -0.27  -0.0867
H  -0.07  5.32  -0.73  0.3956
H  -2.27  3.62  -1.96  0.3038
H  -1.99  5.37  -2.32  0.4057
H  0.18  3.57  -4.62  0.2665
C  -5.57  -2.38  -0.58  -1.5372
C  -4.10  -2.34  -0.94  0.4691
C  -3.22  -1.67  0.08  0.2394
O  -3.29  -2.31  1.29  -0.3526
C  -3.38  -1.51  2.46  -0.4254
N  -3.65  -3.68  -1.35  -0.6677
H  -5.76  -2.81  0.41  0.2900
H  -6.23  -2.97  -1.22  0.4219
H  -5.97  -1.37  -0.49  0.3765
H  -4.10  -1.84  -1.95  -0.1880
H  -3.32  -0.57  0.06  0.3630
H  -2.18  -1.65  -0.35  -0.1376
H  -2.52  -0.85  2.58  -0.0164
H  -3.45  -2.16  3.33  0.3073
H  -4.30  -0.92  2.37  0.3724
H  -2.67  -3.64  -1.63  0.2215
H  -3.59  -4.26  -0.51  0.3309
C  0.08  -3.20  1.47  -0.8736
C  0.68  -4.19  2.44  0.4079
C  2.08  -3.76  2.95  -0.7407
O  2.68  -4.98  3.33  -0.3225
C  3.96  -4.88  3.87  -0.7746
N  -0.17  -4.43  3.60  -0.7440
H  0.00  -2.17  1.87  -0.0794
H  -0.99  -3.43  1.34  0.2978
H  0.53  -3.13  0.48  0.4294
H  0.82  -5.13  1.91  0.3176
H  1.92  -3.10  3.82  0.3090
H  2.72  -3.20  2.25  0.4266
H  4.07  -4.13  4.67  0.3099
H  4.72  -4.55  3.13  0.2910
H  4.32  -5.81  4.28  0.2753
H  0.36  -4.98  4.27  0.3521
H  -0.29  -3.54  4.07  0.2294
C  4.37  1.18  -1.61  -1.3835
C  3.63  0.73  -2.88  0.7133
C  4.65  0.51  -3.97  -0.9377
O  3.96  0.39  -5.21  -0.2634
C  4.79  -0.16  -6.21  -0.8003
N  2.82  -0.51  -2.65  -0.4587
H  3.85  0.96  -0.67  0.4519
H  4.51  2.26  -1.62  0.3887
H  5.34  0.68  -1.60  0.3503
H  2.90  1.48  -3.19  0.0809
H  5.15  -0.46  -3.81  0.3787
H  5.35  1.35  -3.99  0.4204
H  5.40  -1.03  -5.95  0.3295
H  5.57  0.58  -6.42  0.3422
H  4.24  -0.35  -7.12  0.2460
H  3.46  -1.29  -2.45  0.3157
H  2.41  -0.23  -1.76  -0.0231
C  1.40  1.75  4.35  -1.4456
C  -0.05  1.36  4.24  0.2470
C  -0.91  2.36  3.44  -0.5750
O  -2.20  1.83  3.23  -0.3048
C  -3.03  2.49  2.30  -0.6123
N  -0.19  0.01  3.62  -0.4241
H  1.93  1.17  5.09  0.3637
H  1.41  2.82  4.60  0.3918
H  1.94  1.67  3.40  0.2594
H  -0.59  1.24  5.19  0.4692
H  -0.49  2.66  2.47  0.2277
H  -0.91  3.24  4.10  0.4411
H  -4.04  2.11  2.46  0.2598
H  -2.78  2.06  1.32  0.0682
H  -3.06  3.57  2.44  0.3873
H  -1.20  -0.06  3.51  0.1690
H  -0.01  0.16  2.62  -0.0179

**Highest occupied orbital energy**: -12.822 eV
**HOMO-LUMO gap**: 1.7004 eV
**E**: -52338.4234 eV
**Net charge**: +2
**Max |F|**: 8.8 eV/A

=====

Below is a structure of composition C21H53NO22S5V in a non-equilibrium geometry, with properties calculated with ωB97M-V/def2-TZVPD.

Each line ends with the Mulliken charge.
Cartesian coordinates (Å):
O  1.13  0.39  0.46  -0.3831
V  -0.06  1.29  -0.22  0.6513
O  -1.42  0.69  0.42  -0.0168
C  -1.85  4.00  1.86  -1.1682
C  -0.30  3.75  1.78  0.7502
C  0.16  2.76  2.82  -0.9619
O  0.21  3.43  0.51  -0.5532
H  -2.13  4.79  1.16  0.2673
H  -2.22  4.24  2.85  0.4197
H  -2.37  3.12  1.47  0.0434
H  0.12  4.70  2.12  0.2520
H  0.00  3.18  3.81  0.6036
H  1.22  2.51  2.76  -0.1313
H  -0.40  1.83  2.82  -0.0535
C  1.03  2.06  -4.40  -1.0366
C  1.11  2.62  -2.98  0.5479
O  1.23  1.73  -2.08  -0.2719
O  0.93  3.82  -2.69  -0.6893
H  1.51  1.08  -4.41  0.1228
H  1.64  2.70  -5.03  0.4200
H  0.02  1.93  -4.79  0.1210
O  3.26  4.49  -0.57  -0.4870
S  4.37  3.59  -0.22  1.1573
O  5.62  4.12  0.29  -0.6809
O  3.77  2.60  1.00  -0.2566
C  4.59  1.60  1.54  -0.0565
C  4.00  1.07  2.83  -1.0090
C  4.67  2.29  -1.50  -0.6039
H  5.60  1.90  1.80  0.3502
H  4.63  0.78  0.82  0.1956
H  3.81  1.84  3.58  0.3760
H  4.69  0.36  3.29  0.4037
H  3.06  0.55  2.65  -0.0566
H  4.61  2.74  -2.49  0.4443
H  3.76  1.70  -1.43  -0.1896
H  5.55  1.73  -1.18  0.4042
O  3.60  -4.38  -0.23  -0.6103
S  3.97  -3.35  0.74  1.2257
O  5.15  -2.53  0.48  -0.6297
O  2.72  -2.31  1.02  -0.0679
C  1.40  -2.84  1.16  0.3540
C  0.80  -2.23  2.45  -0.7915
C  4.00  -3.99  2.52  -0.9851
H  1.45  -3.92  1.32  0.6841
H  0.78  -2.68  0.28  -0.6786
H  -0.12  -2.79  2.58  0.1587
H  0.45  -1.21  2.31  0.0323
H  1.38  -2.27  3.38  0.3383
H  3.30  -4.82  2.65  0.3210
H  3.86  -3.13  3.18  0.2630
H  5.03  -4.32  2.67  0.4702
O  -5.02  -2.57  6.85  -0.5867
S  -4.42  -2.99  5.58  1.1173
O  -5.24  -3.61  4.54  -0.5910
O  -3.57  -1.61  4.98  -0.3689
C  -3.19  -1.75  3.64  -0.3664
C  -2.66  -0.40  3.00  -0.4369
C  -2.99  -4.09  6.14  -0.8724
H  -3.98  -2.14  3.00  0.4337
H  -2.38  -2.48  3.52  0.1935
H  -1.71  -0.12  3.45  0.2184
H  -3.39  0.41  3.09  0.4569
H  -2.47  -0.54  1.94  -0.2631
H  -2.36  -4.44  5.32  0.3062
H  -3.49  -4.84  6.75  0.3684
H  -2.40  -3.34  6.67  0.3119
O  -0.24  -1.43  -4.02  -0.7244
S  0.26  -1.49  -2.65  1.0101
O  -0.18  -0.47  -1.72  0.3428
O  -0.03  -3.06  -1.99  -0.0756
C  0.55  -4.19  -2.66  -0.3937
C  0.03  -4.53  -4.05  -1.2898
C  2.10  -1.50  -2.59  -0.5318
H  0.27  -4.99  -1.97  0.4141
H  1.63  -4.27  -2.62  0.3267
H  -0.99  -4.18  -4.17  0.2555
H  0.07  -5.60  -4.22  0.4006
H  0.62  -4.02  -4.81  0.3162
H  2.51  -2.17  -3.35  0.5247
H  2.45  -1.83  -1.62  -0.1230
H  2.41  -0.52  -2.97  0.0504
O  -1.85  2.48  -1.58  -0.5720
S  -3.16  2.33  -2.22  1.0823
O  -4.27  1.75  -1.45  -0.6831
O  -3.60  3.81  -2.86  -0.3549
C  -2.73  4.48  -3.77  0.2572
C  -2.94  5.96  -3.80  -1.4194
C  -3.01  1.27  -3.74  -0.8457
H  -2.80  4.05  -4.77  0.2627
H  -1.66  4.31  -3.62  0.1344
H  -4.02  6.16  -3.81  0.3482
H  -2.47  6.47  -4.63  0.3643
H  -2.67  6.41  -2.84  0.3202
H  -3.22  1.87  -4.63  0.4234
H  -3.74  0.47  -3.83  0.3446
H  -1.99  0.89  -3.86  0.0546
C  -3.02  -1.90  -0.36  -0.3420
N  -3.12  -2.52  -1.69  0.9331
O  -3.46  -1.74  -2.59  -0.5204
O  -2.91  -3.71  -1.87  -0.6106
H  -1.97  -1.59  -0.36  -0.0961
H  -3.25  -2.67  0.38  0.2099
H  -3.68  -1.04  -0.32  0.2767

**Highest occupied orbital energy**: -5.224 eV
**HOMO-LUMO gap**: 6.8818 eV
**E**: -149030.4229 eV
**Net charge**: -1
**Max |F|**: 3.6 eV/A
**Relative energy (zero: lowest compared OMol25 entry of this formula, charge and spin)**: 0.00 kcal/mol